Here is a structure of composition C35H31AsFN7NbO5 at a distorted geometry from OMol25. Energies are from ωB97M-V/def2-TZVPD.

The charge is +3. As for the molar mass: 816.50 g/mol. The HOMO-LUMO gap is 4.845 eV. The total energy is -4503.494634 Ha.

CARTESIAN COORDINATES (ANGSTROEM)
Nb  -1.24  -2.01  -1.00
C  -4.21  1.12  -2.29
C  -3.88  1.47  -3.64
C  -2.79  0.79  -4.23
C  -2.08  -0.27  -3.58
N  -2.59  -0.66  -2.33
C  -3.55  0.09  -1.73
C  -0.71  -0.68  -3.83
C  0.10  -0.09  -4.80
C  1.52  -0.13  -4.70
C  2.11  -0.92  -3.70
C  1.26  -1.64  -2.81
N  -0.13  -1.42  -2.87
C  1.60  -2.79  -2.01
C  2.84  -3.45  -2.08
C  3.03  -4.65  -1.38
C  2.06  -5.16  -0.56
C  0.86  -4.44  -0.52
N  0.60  -3.28  -1.18
H  -5.12  1.52  -1.82
H  -4.45  2.20  -4.15
H  -2.48  1.03  -5.19
H  -3.69  -0.24  -0.67
H  -0.35  0.53  -5.56
H  2.19  0.53  -5.29
H  3.18  -1.08  -3.65
H  3.68  -3.02  -2.60
H  3.94  -5.27  -1.51
H  2.22  -6.03  0.14
H  0.04  -5.82  0.39
C  -0.89  1.20  5.84
C  -0.19  2.07  4.77
C  -0.80  3.44  4.89
C  -0.50  4.40  3.72
C  -0.74  3.78  2.38
C  -0.99  4.53  1.22
C  -1.06  3.84  0.00
F  -1.15  4.63  -1.06
C  -0.97  2.43  -0.13
C  -0.77  1.69  1.04
C  -0.65  0.29  0.95
O  -0.61  -0.23  -0.23
C  -0.48  -0.50  2.10
C  -0.16  0.25  3.28
N  -0.29  1.56  3.40
C  -0.65  2.38  2.29
C  -0.52  -2.00  1.99
O  -0.11  -2.84  2.76
O  -1.33  -2.42  0.93
H  -0.63  1.64  6.81
H  -0.53  0.12  5.92
H  -1.97  1.22  5.71
H  0.89  2.00  5.03
H  -0.50  3.91  5.86
H  -1.91  3.27  4.99
H  0.53  4.78  3.89
H  -1.14  5.32  3.83
H  -1.14  5.67  1.23
H  -1.14  1.87  -1.06
H  0.41  -0.27  4.04
C  3.00  2.19  -1.00
As  3.96  0.51  -0.43
C  4.78  1.30  1.26
C  5.53  0.65  -1.71
O  -0.11  -4.87  0.30
H  3.48  3.05  -0.64
H  1.97  2.14  -0.61
H  2.88  2.19  -2.05
H  3.98  2.01  1.57
H  5.67  1.89  1.02
H  4.94  0.53  1.95
H  6.01  1.62  -1.54
H  5.25  0.55  -2.82
H  6.17  -0.23  -1.46
O  -2.52  -3.31  -1.22
N  -3.54  -4.52  -1.21
C  -4.47  -4.19  -0.34
C  -4.62  -2.94  0.31
N  -4.70  -1.83  0.69
C  -5.43  -5.18  0.07
N  -6.22  -5.83  0.63

***

Here is a structure of composition C35H31Br2FeN3O3PTe4 at a distorted geometry from OMol25. Energies are from ωB97M-V/def2-TZVPD.

The charge is -1. As for the molar mass: 1298.68 g/mol. The HOMO-LUMO gap (spin up / spin down) is 4.635 / 4.614 eV. The expectation value of S² is 6.09. As for the spin multiplicity: 5. The total energy is -9567.585078 Ha.

CARTESIAN COORDINATES (ANGSTROEM)
Fe  0.99  -1.00  0.07
C  3.78  -0.04  -2.22
C  3.63  1.42  -1.79
C  5.02  2.06  -1.91
C  3.12  1.63  -0.35
C  3.22  3.10  0.06
O  1.95  3.39  0.65
C  1.15  2.32  0.46
N  1.69  1.29  -0.08
C  -0.27  2.66  0.91
C  -0.36  3.88  1.60
C  -1.58  4.41  1.98
C  -2.75  3.73  1.68
C  -2.67  2.51  1.04
C  -1.45  1.94  0.66
P  -1.42  0.15  0.18
C  -2.49  -0.41  1.57
C  -2.16  -0.01  2.87
C  -2.91  -0.45  3.95
C  -4.00  -1.29  3.75
C  -4.33  -1.68  2.46
C  -3.57  -1.25  1.38
C  -2.55  0.06  -1.27
C  -2.70  -1.18  -1.90
C  -3.45  -1.28  -3.07
C  -4.05  -0.17  -3.62
C  -3.92  1.06  -2.99
C  -3.17  1.17  -1.83
H  4.03  -0.07  -3.28
H  2.88  -0.63  -2.08
H  4.58  -0.54  -1.67
H  2.94  1.93  -2.46
H  5.68  1.68  -1.13
H  5.03  3.15  -1.86
H  5.47  1.78  -2.87
H  3.74  1.01  0.32
H  3.33  3.77  -0.79
H  4.00  3.31  0.79
H  0.53  4.42  1.85
H  -1.61  5.35  2.52
H  -3.72  4.14  1.96
H  -3.57  1.94  0.87
H  -1.32  0.64  3.04
H  -2.63  -0.14  4.95
H  -4.59  -1.63  4.59
H  -5.17  -2.35  2.29
H  -3.83  -1.60  0.38
H  -2.21  -2.04  -1.47
H  -3.55  -2.25  -3.54
H  -4.63  -0.26  -4.54
H  -4.38  1.94  -3.42
H  -3.06  2.15  -1.38
Br  2.04  0.97  3.25
C  1.09  -0.68  3.40
C  0.97  -1.20  4.65
C  0.28  -2.43  4.76
C  -0.18  -3.03  3.64
C  0.03  -2.44  2.36
N  0.62  -1.19  2.26
C  -0.81  -2.98  1.20
O  -1.41  -4.04  1.36
O  -0.79  -2.31  0.09
H  1.40  -0.70  5.50
H  0.13  -2.88  5.73
H  -0.73  -3.97  3.65
Te  3.51  -1.75  0.73
Te  5.52  -1.60  2.49
Te  4.41  -3.84  -0.95
Te  1.77  -3.86  0.78
Br  0.09  1.60  -2.96
C  0.58  -0.19  -3.33
C  0.78  -0.51  -4.66
C  1.09  -1.83  -4.97
C  1.13  -2.77  -3.95
C  0.90  -2.35  -2.65
N  0.66  -1.06  -2.34
H  0.70  0.25  -5.42
H  1.28  -2.11  -5.99
H  1.35  -3.81  -4.13
H  0.90  -3.04  -1.82

***

Here is a structure of composition C35H31Br6KO3P from OMol25. Energies are from ωB97M-V/def2-TZVPD.

The charge is -1. As for the molar mass: 1049.13 g/mol. The HOMO-LUMO gap is 5.061 eV. The total energy is -17963.623213 Ha.

CARTESIAN COORDINATES (ANGSTROEM)
K  -0.22  -0.17  -0.28
C  3.39  -0.46  -2.54
C  3.17  -1.95  -2.25
C  2.57  -2.62  -3.48
C  2.36  -2.17  -0.98
C  1.25  -3.01  -0.93
C  0.55  -3.22  0.25
C  0.94  -2.60  1.43
C  0.19  -2.83  2.72
C  2.03  -1.74  1.38
C  2.73  -1.53  0.20
H  4.02  -0.34  -3.42
H  3.86  0.07  -1.72
H  2.44  0.04  -2.74
H  4.15  -2.41  -2.07
H  1.58  -2.21  -3.70
H  2.47  -3.70  -3.36
H  3.20  -2.44  -4.35
H  0.90  -3.49  -1.83
H  -0.33  -3.86  0.24
H  0.66  -3.62  3.31
H  -0.84  -3.13  2.53
H  0.18  -1.93  3.33
H  2.33  -1.20  2.27
H  3.56  -0.84  0.21
Br  4.58  4.87  -3.08
C  3.48  3.92  -1.87
C  3.64  4.06  -0.51
Br  4.97  5.21  0.20
C  2.81  3.32  0.36
Br  2.97  3.49  2.25
C  1.82  2.43  -0.08
O  1.07  1.76  0.72
C  1.66  2.27  -1.53
O  0.77  1.46  -1.98
C  2.49  3.04  -2.35
Br  2.20  2.82  -4.22
Br  -1.87  0.78  2.75
C  -1.60  2.39  1.70
Br  -2.69  2.38  0.10
H  -0.55  2.39  1.39
H  -1.90  3.23  2.30
O  -2.13  -1.82  -1.37
P  -2.67  -1.54  -2.74
C  -1.66  -2.34  -4.01
C  -1.32  -1.74  -5.22
C  -0.54  -2.44  -6.14
C  -0.11  -3.72  -5.86
C  -0.46  -4.32  -4.65
C  -1.22  -3.63  -3.73
C  -4.32  -2.25  -2.94
C  -5.02  -2.62  -1.80
C  -6.30  -3.15  -1.91
C  -6.88  -3.30  -3.16
C  -6.18  -2.94  -4.30
C  -4.91  -2.41  -4.20
C  -2.82  0.19  -3.18
C  -1.65  0.92  -3.37
C  -1.70  2.29  -3.60
C  -2.93  2.92  -3.65
C  -4.11  2.20  -3.46
C  -4.05  0.84  -3.22
H  -1.64  -0.73  -5.44
H  -0.26  -1.96  -7.07
H  0.50  -4.26  -6.57
H  -0.11  -5.32  -4.43
H  -1.48  -4.08  -2.78
H  -4.55  -2.50  -0.83
H  -6.85  -3.43  -1.02
H  -7.88  -3.71  -3.25
H  -6.64  -3.06  -5.28
H  -4.36  -2.13  -5.09
H  -0.66  0.46  -3.30
H  -0.77  2.82  -3.70
H  -2.98  3.99  -3.82
H  -5.06  2.71  -3.49
H  -4.97  0.29  -3.06

***

Here is a structure of composition C35H31Br6KO3P from OMol25. Energies are from ωB97M-V/def2-TZVPD.

The charge is -1. As for the molar mass: 1049.13 g/mol. The HOMO-LUMO gap is 5.244 eV. The total energy is -17963.626479 Ha.

CARTESIAN COORDINATES (ANGSTROEM)
K  0.95  0.97  -0.58
C  -1.14  6.14  -1.43
C  -0.83  4.89  -0.61
C  -1.64  4.88  0.68
C  -1.02  3.63  -1.45
C  -0.18  3.42  -2.55
C  -0.26  2.27  -3.31
C  -1.21  1.29  -3.02
C  -1.21  -0.01  -3.78
C  -2.07  1.51  -1.95
C  -1.96  2.66  -1.17
H  -1.00  7.04  -0.83
H  -2.17  6.13  -1.78
H  -0.50  6.22  -2.31
H  0.23  4.91  -0.34
H  -2.71  4.84  0.49
H  -1.44  5.80  1.25
H  -1.37  4.03  1.31
H  0.60  4.14  -2.78
H  0.46  2.08  -4.09
H  -0.26  -0.52  -3.60
H  -1.29  0.17  -4.86
H  -2.04  -0.64  -3.48
H  -2.80  0.75  -1.68
H  -2.62  2.77  -0.31
Br  7.01  -3.07  -1.58
C  5.40  -2.12  -1.93
C  4.71  -2.31  -3.10
Br  5.32  -3.55  -4.41
C  3.53  -1.58  -3.33
Br  2.46  -1.91  -4.87
C  2.99  -0.66  -2.42
O  1.85  -0.10  -2.62
C  3.75  -0.44  -1.17
O  3.31  0.35  -0.26
C  4.91  -1.19  -1.00
Br  5.77  -0.96  0.69
Br  2.47  0.80  3.51
C  3.21  1.99  2.19
Br  1.94  3.39  1.71
H  3.43  1.41  1.30
H  4.06  2.49  2.64
O  -0.58  0.47  1.50
P  -0.82  -0.99  1.52
C  -2.56  -1.32  1.12
C  -3.42  -0.23  1.05
C  -4.76  -0.41  0.78
C  -5.27  -1.69  0.58
C  -4.42  -2.78  0.65
C  -3.07  -2.60  0.93
C  -0.56  -1.64  3.19
C  -0.53  -0.72  4.23
C  -0.38  -1.15  5.54
C  -0.25  -2.50  5.82
C  -0.27  -3.43  4.78
C  -0.42  -3.00  3.47
C  0.15  -2.03  0.41
C  1.46  -2.37  0.78
C  2.27  -3.07  -0.10
C  1.79  -3.42  -1.35
C  0.50  -3.07  -1.73
C  -0.31  -2.36  -0.86
H  -3.00  0.76  1.20
H  -5.42  0.45  0.71
H  -6.32  -1.83  0.36
H  -4.80  -3.78  0.49
H  -2.42  -3.46  0.97
H  -0.61  0.34  4.00
H  -0.35  -0.43  6.35
H  -0.12  -2.84  6.84
H  -0.16  -4.48  4.99
H  -0.42  -3.72  2.66
H  1.85  -2.06  1.74
H  3.29  -3.30  0.18
H  2.43  -3.94  -2.05
H  0.15  -3.29  -2.73
H  -1.29  -2.04  -1.19

***

Here is a structure of composition C35H32Cl2CrN8O9 from OMol25. Energies are from ωB97M-V/def2-TZVPD.

The charge is -1. As for the molar mass: 831.59 g/mol. The HOMO-LUMO gap (spin up / spin down) is 6.290 / 6.263 eV. The expectation value of S² is 0.76. As for the spin multiplicity: 2. The total energy is -4433.034417 Ha.

CARTESIAN COORDINATES (ANGSTROEM)
Cr  0.10  -0.33  -0.55
N  -0.06  2.15  2.68
C  1.19  2.55  2.90
N  1.42  3.39  3.94
N  2.24  2.18  2.18
C  1.89  1.45  1.15
N  1.51  0.87  0.23
H  -0.82  2.61  3.15
H  -0.33  1.67  1.81
H  0.74  3.45  4.68
H  2.39  3.51  4.19
Cl  -6.77  1.82  0.24
C  -5.63  0.70  0.94
C  -5.68  -0.62  0.53
C  -4.76  -1.52  1.04
C  -3.85  -1.10  1.99
C  -3.84  0.22  2.41
Cl  -2.76  0.66  3.70
C  -4.70  1.18  1.86
N  -4.66  2.52  2.24
C  -3.46  3.31  2.13
C  -3.13  4.12  3.21
C  -2.05  4.99  3.14
C  -1.29  5.04  1.98
C  -1.61  4.22  0.92
C  -2.70  3.35  0.96
C  -3.03  2.52  -0.26
C  -2.37  1.13  -0.32
O  -2.94  0.23  -0.91
O  -1.17  1.08  0.16
H  -6.41  -0.92  -0.21
H  -4.75  -2.54  0.70
H  -3.13  -1.79  2.41
H  -5.47  3.02  1.89
H  -3.74  4.04  4.10
H  -1.82  5.62  3.99
H  -0.44  5.71  1.91
H  -1.00  4.25  0.02
H  -2.66  3.04  -1.14
H  -4.10  2.40  -0.39
C  0.87  -3.72  0.98
C  0.49  -2.40  1.66
C  1.75  -1.73  2.22
C  -0.49  -2.68  2.80
O  -0.15  -1.55  0.75
H  1.22  -4.45  1.71
H  1.66  -3.55  0.25
H  0.00  -4.12  0.46
H  2.26  -2.39  2.93
H  1.49  -0.81  2.73
H  2.44  -1.50  1.41
H  -0.04  -3.32  3.56
H  -1.38  -3.17  2.40
H  -0.79  -1.74  3.26
O  -0.12  -2.72  -2.27
C  1.06  -2.49  -2.03
O  1.54  -1.48  -1.41
C  2.11  -3.50  -2.47
C  3.46  -3.29  -2.24
C  4.37  -4.25  -2.64
C  3.99  -5.43  -3.26
C  2.64  -5.61  -3.46
C  1.69  -4.67  -3.09
N  2.20  -6.86  -4.12
O  1.01  -7.00  -4.32
O  3.05  -7.68  -4.39
N  5.81  -4.02  -2.41
O  6.58  -4.90  -2.74
O  6.13  -2.99  -1.87
H  3.78  -2.38  -1.75
H  4.71  -6.17  -3.56
H  0.63  -4.83  -3.26
C  -0.11  0.50  -2.49
C  0.88  1.57  -2.67
C  0.57  2.90  -2.35
C  1.50  3.91  -2.42
C  2.81  3.62  -2.80
C  3.15  2.30  -3.13
C  2.20  1.30  -3.07
C  3.79  4.66  -2.88
N  4.58  5.50  -2.94
H  0.02  -0.34  -3.17
H  -1.13  0.88  -2.56
H  -0.45  3.13  -2.04
H  1.24  4.93  -2.17
H  4.16  2.07  -3.43
H  2.48  0.28  -3.30

***

Here is a structure of composition C35H32I2N5O4Re at a distorted geometry from OMol25. Energies are from ωB97M-V/def2-TZVPD.

The charge is +1. As for the molar mass: 1026.69 g/mol. The HOMO-LUMO gap (spin up / spin down) is 5.034 / 5.350 eV. The expectation value of S² is 0.80. As for the spin multiplicity: 2. The total energy is -2601.189136 Ha.

CARTESIAN COORDINATES (ANGSTROEM)
Re  -1.58  -0.49  0.07
O  -2.60  -2.86  3.31
C  -2.23  -2.42  2.24
N  -2.46  -1.17  1.77
C  -3.60  -0.47  2.32
C  -4.27  0.27  1.19
C  -5.53  0.83  1.27
C  -6.04  1.53  0.18
C  -5.25  1.66  -0.95
C  -4.01  1.05  -0.98
N  -3.53  0.36  0.06
C  -1.53  -3.26  1.22
C  -1.05  -4.53  1.53
C  -0.55  -5.33  0.51
C  -0.63  -4.86  -0.79
C  -1.15  -3.59  -1.02
N  -1.54  -2.79  -0.04
H  -3.29  0.25  3.09
H  -4.28  -1.19  2.80
H  -6.11  0.72  2.17
H  -7.02  1.97  0.23
H  -5.59  2.23  -1.81
H  -3.37  1.11  -1.84
H  -1.09  -4.85  2.56
H  -0.13  -6.29  0.73
H  -0.29  -5.45  -1.63
H  -1.26  -3.21  -2.03
I  2.27  -3.51  -6.03
C  1.11  -2.40  -4.65
C  -0.10  -1.84  -5.05
C  -0.84  -1.15  -4.12
I  -2.68  -0.28  -4.63
C  -0.45  -0.98  -2.76
O  -1.26  -0.36  -1.98
C  0.80  -1.57  -2.40
C  1.34  -1.55  -0.99
N  0.64  -0.61  -0.12
C  1.19  -0.46  1.22
C  0.45  0.65  1.92
C  1.00  1.29  3.03
C  0.28  2.30  3.65
C  -0.95  2.67  3.11
C  -1.42  1.98  2.01
N  -0.76  0.97  1.45
C  1.54  -2.25  -3.35
H  -0.46  -1.96  -6.06
H  2.40  -1.27  -1.03
H  1.29  -2.56  -0.56
H  0.72  0.32  -0.58
H  2.27  -0.24  1.20
H  1.05  -1.40  1.77
H  1.96  0.98  3.41
H  0.67  2.78  4.53
H  -1.53  3.46  3.55
H  -2.36  2.26  1.54
H  2.49  -2.69  -3.06
C  5.51  0.55  1.21
C  4.38  1.34  0.60
C  3.73  2.33  1.31
C  2.60  2.98  0.80
C  2.02  4.13  1.56
C  2.13  2.56  -0.44
C  2.83  1.66  -1.24
C  2.44  1.38  -2.66
C  3.95  1.04  -0.68
C  0.65  2.93  -0.88
O  0.45  4.11  -1.09
O  -0.05  1.92  -0.89
H  5.87  1.02  2.13
H  6.34  0.46  0.52
H  5.15  -0.45  1.45
H  4.10  2.63  2.28
H  2.24  4.03  2.62
H  0.95  4.22  1.41
H  2.49  5.04  1.20
H  2.85  2.16  -3.30
H  1.36  1.38  -2.80
H  2.85  0.43  -2.99
H  4.50  0.33  -1.27